Record 1
DFT (ωB97M-V/def2-TZVPD) results for a molecular structure, C13H11Cl5CoN3O6S2.

Properties
M, g mol⁻¹: 605.6
Energy, eV: -152321.3853
LUMO level (alpha / beta), eV: -0.7 / -3.1
Max |F|, eV Å⁻¹: 4.91

Structure (ORCA input):
```
! wB97M-V def2-TZVPD RIJCOSX def2/J DEFGRID3
* xyz 0 5
C 3.67 3.14 1.06
C -1.78 -1.52 1.83
C -0.75 -1.04 0.88
C -3.84 -2.17 3.59
O -1.03 1.88 -0.77
N 0.98 0.31 0.39
C 1.92 1.13 0.85
O -0.56 -0.82 3.87
H 3.06 4.04 1.07
C 3.67 2.42 2.41
C -4.05 -2.43 2.19
O 0.97 -1.13 -2.87
H 4.69 3.33 0.82
S 2.23 1.33 2.54
H 4.58 1.87 2.65
O -0.88 -1.30 -0.34
H -3.05 -2.20 0.27
Cl 4.19 0.10 -3.73
N 0.29 -0.26 1.35
C 2.56 -0.22 -4.36
H -4.67 -2.53 4.33
O -2.28 2.71 0.63
H -1.42 -1.74 -4.09
H -2.62 -1.64 5.15
S 3.04 1.99 -0.20
Cl -1.77 0.54 -3.48
H 0.14 -0.56 3.20
H 3.56 3.19 3.20
Cl 2.39 -1.81 -5.09
C -2.67 -1.67 4.09
C -1.63 -1.27 3.24
C -1.47 -0.79 -4.58
H -0.59 -0.63 -5.20
C -2.98 -2.07 1.37
C 1.65 -0.15 -3.18
Co -0.03 0.22 -1.49
Cl 2.17 0.93 -5.62
N -1.57 1.76 0.43
Cl -2.86 -1.03 -5.71
H -4.90 -2.88 1.84
O 1.66 0.93 -2.56
*
```

Atom charges from the Löwdin analysis, given in e for atoms 1 to 5: -0.47, -0.08, -0.36, -0.07, -0.27

Record 2
DFT (ωB97M-V/def2-TZVPD) results for a molecular structure, C13H11NO11P2SeV.

Properties
M, g mol⁻¹: 549.1
Energy, eV: -147294.5630
LUMO level (alpha / beta), eV: 1.3 / 1.4
Max |F|, eV Å⁻¹: 0.09
ΔE to the lowest compared entry with this formula, charge and spin, kJ/mol: 0.0

Structure (ORCA input):
```
! wB97M-V def2-TZVPD RIJCOSX def2/J DEFGRID3
* xyz -1 3
C -4.65 2.11 0.69
H 3.29 -5.50 0.18
C -3.78 0.88 -1.64
O 0.44 -2.07 0.13
C 3.12 -4.43 0.22
C 2.65 -0.24 0.42
C 1.86 -3.92 0.15
C 4.06 -2.22 0.40
O -0.88 0.84 1.47
C -4.04 0.87 0.75
H 1.18 3.74 -1.55
O 1.60 0.39 0.37
O -1.13 3.17 -2.49
H 0.99 -4.56 0.06
C -3.60 0.25 -0.41
O -1.13 2.89 0.03
P -0.84 2.39 1.54
O 5.68 -5.35 0.37
O 1.06 2.84 -1.23
C 4.23 -3.58 0.34
H -4.95 2.61 1.61
H -3.86 0.40 1.71
H -5.29 3.72 -0.58
O -0.48 0.92 -1.39
N 5.57 -4.14 0.41
H 1.27 2.36 1.13
C -4.40 2.12 -1.69
O 6.51 -3.37 0.50
H -4.50 2.62 -2.65
C 1.64 -2.52 0.20
O -1.71 3.05 2.50
C 2.78 -1.67 0.33
O 0.69 2.80 1.77
H 3.58 0.32 0.56
Se -2.67 -1.44 -0.32
P -0.50 2.45 -1.38
H 4.93 -1.57 0.50
V -0.49 -0.35 0.04
C -4.84 2.74 -0.53
H -3.40 0.42 -2.54
*
```

Atom charges from the Löwdin analysis, given in e for atoms 1 to 5: -0.09, 0.12, -0.15, -0.17, 0.01

Record 3
DFT (ωB97M-V/def2-TZVPD) results for a single C13H11NS molecule.

Properties
M, g mol⁻¹: 213.3
Energy, eV: -25985.1682
LUMO level, eV: 0.9
Max |F|, eV Å⁻¹: 0.61
SMILES: Cc1cccc2c1Nc1ccccc1S2
ΔE to the lowest compared entry with this formula, charge and spin, kJ/mol: 0.0

Structure (ORCA input):
```
! wB97M-V def2-TZVPD RIJCOSX def2/J DEFGRID3
* xyz 0 1
H -2.40 1.73 0.03
C -1.99 -2.82 0.45
H 2.83 3.05 -1.97
C 2.03 0.07 0.31
S 1.60 -1.26 1.41
H -3.75 -1.76 -0.12
C 1.34 2.12 -0.74
N -0.20 1.00 0.80
C -0.09 -1.45 0.90
H 0.59 2.89 -0.90
H -3.29 0.76 -1.14
C 2.59 2.21 -1.33
C -0.65 -2.71 0.80
H -3.86 0.87 0.51
H 4.52 1.32 -1.61
C 3.27 0.13 -0.31
C -0.82 -0.29 0.64
H -0.04 -3.58 1.00
C 3.55 1.23 -1.13
C -2.72 -1.66 0.17
H -2.45 -3.79 0.38
H 3.99 -0.65 -0.15
C -2.97 0.82 -0.10
H 0.01 1.09 1.79
C -2.15 -0.39 0.23
C 1.07 1.06 0.11
*
```

Atom charges from the Löwdin analysis, given in e for atoms 1 to 5: 0.06, -0.08, 0.10, -0.46, 1.03

Record 4
DFT (ωB97M-V/def2-TZVPD) results for a single C13H11NS molecule.

Properties
M, g mol⁻¹: 213.3
Energy, eV: -25983.1307
LUMO level, eV: 0.9
Max |F|, eV Å⁻¹: 3.33
SMILES: CN1c2ccccc2Sc2ccccc21
ΔE to the lowest compared entry with this formula, charge and spin, kJ/mol: 196.6

Structure (ORCA input):
```
! wB97M-V def2-TZVPD RIJCOSX def2/J DEFGRID3
* xyz 0 1
H 2.13 2.50 3.72
C 0.40 -0.25 1.21
H -1.11 -0.43 2.89
N -0.16 -1.21 0.29
C 0.81 0.48 -3.08
C -0.18 0.06 2.53
C -0.44 0.37 -3.83
H -1.30 -2.27 1.81
C -1.59 -0.27 -3.23
H -0.06 1.25 4.42
C 1.65 1.74 3.08
C 1.65 0.47 0.90
H -0.49 0.77 -4.86
H 1.72 0.98 -3.49
S 2.38 0.08 -0.73
C -1.51 -0.80 -1.87
H -2.42 -1.30 -1.48
H -2.22 -1.04 0.78
C -0.28 -0.70 -1.05
H -1.75 -2.61 0.07
H 3.20 1.93 1.43
C -1.40 -1.82 0.78
C 0.43 1.04 3.43
H -2.56 -0.36 -3.77
C 0.86 -0.05 -1.74
C 2.27 1.43 1.79
*
```

Atom charges from the Löwdin analysis, given in e for atoms 1 to 5: 0.10, -0.19, 0.09, -0.10, -0.09

Record 5
DFT (ωB97M-V/def2-TZVPD) results for a molecular structure, C13H12AuF5NO2Te.

Properties
M, g mol⁻¹: 633.8
Energy, eV: -43832.5416
LUMO level (alpha / beta), eV: 1.2 / 1.1
Max |F|, eV Å⁻¹: 0.66
ΔE to the lowest compared entry with this formula, charge and spin, kJ/mol: 6.9

Structure (ORCA input):
```
! wB97M-V def2-TZVPD RIJCOSX def2/J DEFGRID3
* xyz -1 3
F 1.83 -0.12 -2.57
C -4.19 -0.50 0.09
N 0.71 0.82 0.54
C 1.29 1.42 1.58
H 2.38 -1.03 1.83
H 0.16 3.50 -1.42
H -2.11 -0.01 0.41
C 1.06 3.57 0.55
F 4.43 0.46 -2.70
H -4.55 0.39 0.59
C -2.83 -0.71 -0.01
H 2.76 1.02 3.03
C -2.34 -1.87 -0.68
C 1.79 0.61 2.76
H 1.21 4.64 0.55
F 3.62 -2.12 -2.62
C 0.47 2.95 -0.54
Te 3.50 -0.64 -1.40
H 1.12 0.80 3.60
O 2.79 -1.81 0.05
H -6.16 -1.25 -0.34
C -4.63 -2.57 -1.08
F 3.78 0.86 -0.11
H -5.33 -3.29 -1.48
F 5.25 -1.16 -0.91
H -0.08 1.04 -1.36
C -5.10 -1.43 -0.43
C 1.47 2.80 1.61
C 0.32 1.57 -0.50
Au 0.81 -1.90 -0.39
H -2.92 -3.68 -1.73
H 1.97 3.25 2.47
O 1.83 -0.78 2.61
C -3.28 -2.80 -1.22
C -0.99 -2.01 -0.78
*
```

Atom charges from the Löwdin analysis, given in e for atoms 1 to 5: -0.58, -0.09, 0.08, -0.27, 0.04

Record 6
DFT (ωB97M-V/def2-TZVPD) results for a molecular structure, C13H12BF10N3O2PPtSe.

Properties
M, g mol⁻¹: 748.1
Energy, eV: -127980.1841
LUMO level (alpha / beta), eV: -3.8 / -4.1
Max |F|, eV Å⁻¹: 4.81
ΔE to the lowest compared entry with this formula, charge and spin, kJ/mol: 233.8

Structure (ORCA input):
```
! wB97M-V def2-TZVPD RIJCOSX def2/J DEFGRID3
* xyz 0 2
H 4.94 -0.62 -3.63
P -1.25 -3.32 0.10
H 1.70 1.53 -5.44
O 1.79 -0.27 -0.03
F 0.85 2.23 1.69
F -2.03 -2.72 -1.17
C 1.95 0.27 -2.31
C -2.52 0.51 2.45
H -1.78 2.62 -1.44
C 2.14 -2.43 3.01
Pt 0.35 -0.61 1.62
C 3.95 -0.18 -3.56
F 2.78 2.75 2.83
F -0.64 -4.51 -0.74
H 3.96 0.56 -5.58
C -2.00 1.08 0.02
F 1.65 0.78 3.34
Se 0.46 -2.06 3.59
N -0.09 0.60 -1.05
H -3.36 0.21 4.38
C -2.79 1.04 1.12
H -3.83 1.73 3.59
C 3.23 -0.28 -2.39
F -2.50 -4.17 0.56
F 0.74 2.84 3.89
H -3.46 2.18 -1.10
N 3.21 -2.71 2.69
H -3.76 1.50 1.00
C 1.40 0.92 -3.41
C -3.63 0.67 3.44
O -1.49 -0.03 2.83
B 1.54 2.21 2.96
F 0.06 -2.36 -0.30
F -0.41 -3.79 1.43
F -1.82 -2.03 1.00
C 2.12 1.02 -4.58
H 3.64 -0.79 -1.52
N -0.76 0.51 -0.01
C -2.46 1.80 -1.22
C 3.40 0.47 -4.66
H -2.42 1.11 -2.07
H -4.54 0.21 3.05
C 1.24 0.16 -1.04
H 0.40 1.34 -3.34
*
```

Atom charges from the Löwdin analysis, given in e for atoms 1 to 5: 0.11, 0.17, 0.11, 0.01, 0.03